Entry 1:
Molecular formula: C39H90F15N6O20S5
Method: DFT, ωB97M-V/def2-TZVPD

The geometry in ORCA input format:
```
! RIJCOSX wB97M-V def2-TZVPD def2/J DEFGRID3
* xyz 1 1
C 6.51532 -7.76633 0.68030
C 6.17461 -8.53090 1.94250
C 5.01821 -7.90518 2.80157
O 5.06941 -8.56743 4.04166
C 4.66602 -7.84272 5.13824
N 5.88711 -9.96199 1.55409
H 5.71424 -10.57418 2.33860
H 5.07211 -10.06089 0.96579
H 6.71826 -10.31803 1.10406
H 7.34554 -8.24386 0.15991
H 6.90140 -6.90027 1.21786
H 5.67431 -7.52717 0.02945
H 7.07852 -8.54477 2.55149
H 4.08514 -7.96253 2.24105
H 5.20123 -6.85690 3.03759
H 5.09173 -6.83930 5.14125
H 4.98792 -8.41188 6.01033
H 3.59368 -7.73077 5.29844
C -0.03896 -2.11668 -3.09899
C 0.57064 -0.96031 -2.32928
C 1.94140 -1.29579 -1.72684
O 2.39499 -0.16867 -1.08077
C 3.51309 -0.49748 -0.24421
N 0.44091 0.29809 -3.11793
H 1.20726 0.92335 -2.91331
H 0.40782 0.17896 -4.12034
H -0.44573 0.75783 -2.96758
H -0.20438 -2.87713 -2.33581
H 0.67680 -2.45216 -3.84948
H -0.98103 -1.90247 -3.60368
H -0.04908 -0.70714 -1.46907
H 2.66748 -1.60012 -2.48069
H 1.86657 -2.12290 -1.02087
H 3.29389 -1.29929 0.46089
H 3.85445 0.39047 0.28788
H 4.33415 -0.78685 -0.90012
C -1.29696 6.00621 1.27482
N -0.70660 7.18162 2.12710
C -0.01437 8.14580 1.18230
C -1.88344 7.78788 2.93011
C 0.29229 6.52731 3.09379
C 0.62529 7.38956 4.28758
O 1.10007 8.70413 3.92006
H -1.56911 5.22486 1.98443
H -0.43130 5.68451 0.69583
H -2.10528 6.35542 0.63234
H 0.30465 9.06818 1.66764
H -0.76858 8.52082 0.49047
H 0.81948 7.63612 0.69959
H -2.23525 7.04461 3.64557
H -2.55203 8.02505 2.10256
H -1.57149 8.70248 3.43439
H 1.15446 6.17060 2.53031
H -0.18523 5.63850 3.50620
H 1.39140 6.95188 4.92758
H -0.10581 7.44996 5.09377
H 1.12220 9.32701 4.65022
C -7.26421 5.69780 -8.29035
N -6.99617 6.32054 -6.92242
C -8.35539 6.24918 -6.12723
C -6.09659 5.47730 -6.12813
C -6.61323 7.83000 -7.11198
C -5.96252 8.64345 -6.01034
O -6.77935 8.62162 -4.83919
H -7.73558 4.74369 -8.05455
H -6.29641 5.70421 -8.79177
H -7.96725 6.31623 -8.84836
H -8.90721 6.90657 -6.79911
H -8.25094 6.72801 -5.15363
H -8.71377 5.22149 -6.18652
H -5.08987 5.66967 -6.49908
H -6.36957 4.42403 -6.06339
H -6.13756 5.95424 -5.14886
H -7.37324 8.49015 -7.52994
H -5.79019 7.71645 -7.81754
H -5.84641 9.66762 -6.36487
H -4.98817 8.25280 -5.71685
H -6.31732 9.12890 -4.16776
C 8.93762 5.09160 -4.48349
N 9.65200 5.59558 -3.21178
C 10.01313 7.06610 -3.39030
C 8.53626 5.63345 -2.15132
C 10.85897 4.63616 -2.86915
C 10.51941 3.24064 -2.13451
O 10.30957 3.47109 -0.75082
H 8.06206 5.66949 -4.77938
H 8.81239 4.02152 -4.31817
H 9.56003 5.11251 -5.37807
H 10.97861 7.02084 -3.89418
H 10.08010 7.55317 -2.41748
H 9.29307 7.60650 -4.00478
H 7.89797 6.51073 -2.25655
H 9.12764 5.70245 -1.23830
H 7.95091 4.71434 -2.12473
H 11.57013 5.20516 -2.27033
H 11.22660 4.44745 -3.87779
H 11.33628 2.54505 -2.32678
H 9.67509 2.67818 -2.53308
H 11.19054 3.29562 -0.41213
C -4.66102 -3.97457 6.14476
C -4.30647 -4.93662 7.32736
C -4.85769 -4.62991 8.70643
C -4.29980 -5.67166 9.77166
N -4.97056 -5.60230 11.18037
C -4.40535 -6.73164 12.10906
C -5.37057 -7.96230 11.92074
C -6.71722 -7.43638 11.48847
C -6.48817 -5.95706 11.07475
C -4.93749 -4.18712 11.78049
C -3.59677 -3.40921 11.89558
C -3.72233 -2.06283 12.68056
H -4.28705 -2.96312 6.30359
H -5.74640 -4.02828 6.06021
H -4.24770 -4.38101 5.22169
H -3.21943 -5.01444 7.34726
H -4.51502 -5.96855 7.04501
H -5.94458 -4.54781 8.70029
H -4.42035 -3.69941 9.06838
H -3.23202 -5.49069 9.89498
H -4.47624 -6.70392 9.46931
H -4.34511 -6.29446 13.10572
H -3.37563 -6.90498 11.79646
H -5.36374 -8.46657 12.88706
H -4.90880 -8.75135 11.32723
H -7.35955 -7.50914 12.36609
H -7.08600 -8.02730 10.65008
H -7.11178 -5.29834 11.67915
H -6.80232 -5.81987 10.04005
H -5.49916 -4.27635 12.71036
H -5.61291 -3.60685 11.15183
H -3.19729 -3.10221 10.92900
H -2.78102 -4.00792 12.30079
H -4.01311 -2.15151 13.72731
H -4.27498 -1.31307 12.11441
H -2.75146 -1.58919 12.82605
C -4.24517 -1.00207 -10.82216
F -5.28501 -0.15917 -10.59201
F -4.24107 -1.94433 -9.90746
F -4.36178 -1.59892 -12.01493
S -2.50005 -0.04872 -10.73756
O -1.50289 -1.00366 -11.19487
O -2.77267 1.03870 -11.70093
O -2.29177 0.26021 -9.34395
C -1.60270 -9.69528 -2.38996
F -2.09548 -10.88459 -2.19175
F -2.30785 -8.99018 -3.33193
F -1.69552 -9.02910 -1.17706
S 0.18675 -9.90935 -2.92051
O 0.98030 -10.52584 -1.85896
O 0.11699 -10.70989 -4.15114
O 0.57811 -8.51469 -3.09308
C 7.49349 -2.58886 -7.51187
F 7.57050 -3.44879 -6.51985
F 7.00865 -3.29218 -8.54429
F 6.66067 -1.59909 -7.18498
S 9.24992 -1.87105 -7.94346
O 10.12100 -3.00228 -7.92613
O 9.05957 -1.35600 -9.27924
O 9.52014 -0.78987 -6.98072
C -7.42874 -0.99417 -2.63221
F -6.66636 -2.10807 -2.20491
F -7.20892 -0.71372 -3.89947
F -8.69113 -1.40077 -2.60723
S -7.06473 0.60953 -1.50795
O -5.68718 1.03655 -1.77203
O -8.04990 1.61587 -1.87848
O -7.29194 0.01771 -0.18223
C 2.36105 5.85277 -7.69400
F 3.37337 6.52951 -8.24327
F 1.30910 6.30578 -8.31195
F 2.46756 4.50853 -7.92251
S 2.14890 6.11532 -5.78624
O 0.69443 5.90845 -5.56975
O 2.98690 5.06165 -5.12902
O 2.64093 7.45775 -5.36787
*
```

Orbital gap (hartree): 0.1522
Calculated total energy (eV): -186707.8262

***

Entry 2:
Molecular formula: C24H23BrO5S3
Method: DFT, ωB97M-V/def2-TZVPD

The geometry in ORCA input format:
```
! RIJCOSX wB97M-V def2-TZVPD def2/J DEFGRID3
* xyz 0 1
C -5.36191 -0.04070 -1.40779
C -5.43132 -0.86550 -0.28088
C -4.36689 -0.92428 0.61449
C -3.23495 -0.14236 0.38383
S -1.80896 -0.27096 1.49531
C -0.48693 -1.09031 0.60876
C 0.66431 -0.36293 0.16857
S -0.85643 -2.70360 -0.03644
C -0.87748 -2.51842 -1.82487
C -2.08632 -2.30077 -2.51002
C -2.03283 -2.14927 -3.90531
C -0.83445 -2.31274 -4.60752
C 0.35848 -2.54228 -3.91708
C 0.33234 -2.65633 -2.52684
O 0.21932 -3.56725 0.35257
O -2.23911 -2.97101 0.28723
O -1.23878 1.04773 1.73829
O -2.26278 -1.12034 2.57302
C -3.15394 0.70365 -0.72858
C -4.21731 0.72780 -1.63110
H -6.21330 0.03181 -2.08423
H -6.30669 -1.47518 -0.10314
H -4.39205 -1.61152 1.45669
H 1.39797 -0.95663 -0.41806
H 0.44720 0.66831 -0.32018
H -3.04184 -2.30298 -1.95112
H -2.97477 -1.96487 -4.43332
H -0.84711 -2.33665 -5.69426
H 1.30988 -2.68653 -4.42363
H 1.22621 -2.89479 -1.95111
H -2.24207 1.29755 -0.88782
H -4.15146 1.37567 -2.50503
C 4.21170 -0.65377 3.02005
S 2.74681 -1.19848 2.14504
C 1.60022 -1.50768 3.51294
C 1.96259 0.18525 1.31251
C 3.01192 1.10531 0.73610
C 2.66250 2.55222 0.60018
C 2.34459 3.33998 1.71098
C 2.22781 4.71094 1.53813
C 2.39951 5.28423 0.27155
Br 2.30407 7.13604 0.02774
C 2.71386 4.45808 -0.82355
C 2.88297 3.10271 -0.66252
O 4.12971 0.71694 0.35579
H 4.59370 -1.67532 3.14412
H 4.91551 -0.07537 2.42569
H 4.08672 -0.15940 3.99806
H 1.70332 -2.54913 3.86617
H 1.83037 -0.81807 4.32965
H 0.56092 -1.38725 3.18106
H 1.28344 0.71067 1.97975
H 2.34340 2.90153 2.69642
H 2.02535 5.36236 2.37995
H 2.87109 4.88799 -1.80645
H 3.29192 2.48593 -1.46978
*
```

Orbital gap (hartree): 0.2623
Calculated total energy (eV): -138042.4013

***

Entry 3:
Molecular formula: H20NO8
Method: DFT, ωB97M-V/def2-TZVPD

The geometry in ORCA input format:
```
! RIJCOSX wB97M-V def2-TZVPD def2/J DEFGRID3
* xyz 1 1
N -0.10523 -0.75095 0.56759
H 0.61424 -1.16228 -0.07410
H -0.99423 -1.10338 0.22724
H -0.00003 -0.84974 1.58220
H -0.18044 0.28714 0.30031
H -1.51950 0.75026 2.81671
H -2.72831 -0.06910 3.37756
O -1.83362 -0.14300 3.03463
H -0.65100 2.86184 -1.66630
H 0.68740 2.08289 -1.61493
O -0.19982 2.15661 -1.18701
H -2.74401 -3.48035 -0.76591
H -3.08194 -2.21361 -0.11529
O -2.32517 -2.63538 -0.54959
H 2.44228 -1.46846 -1.23400
H 1.58573 -0.84797 -2.27355
O 1.84528 -0.71191 -1.33794
H 1.24467 1.26396 2.02033
H 2.26154 0.92828 3.10788
O 1.40014 1.33568 2.96909
H -0.62992 -2.37784 -2.08236
H 0.50703 -3.48421 -1.82366
O 0.31103 -2.55531 -1.95977
H -1.53020 1.85264 0.37938
H -0.85540 2.65275 1.52410
O -1.16559 1.77206 1.26751
H 2.50506 1.33460 -1.65852
H 2.70447 2.32152 -2.87747
O 2.43557 2.25327 -1.95415
*
```

Orbital gap (hartree): 0.4071
Calculated total energy (eV): -18189.4232

***

Entry 4:
Molecular formula: C5H10NO2
Method: DFT, ωB97M-V/def2-TZVPD

The geometry in ORCA input format:
```
! RIJCOSX wB97M-V def2-TZVPD def2/J DEFGRID3
* xyz -2 2
O -1.86874 2.66709 -2.23138
C -2.00740 1.54298 -1.69545
O -2.66889 0.56764 -2.12872
C -1.24588 1.29626 -0.38337
C -0.26058 0.11391 -0.50250
C 1.06788 0.26629 0.20546
C 0.96409 -1.93437 1.43922
N 1.66895 -1.02387 0.56522
H -1.99125 1.13090 0.38102
H -0.66493 2.20607 -0.20127
H -0.11596 -0.15308 -1.54437
H -0.78319 -0.77221 -0.13061
H 1.10643 0.93696 1.07388
H 1.81143 0.68792 -0.48692
H 0.29538 -1.41356 2.13467
H 0.33252 -2.60926 0.84349
H 1.69249 -2.54150 1.99096
H 2.66766 -0.96817 0.67067
*
```

Orbital gap (alpha / beta) (hartree): 0.1083 / 0.2991
Calculated total energy (eV): -10929.4733
<S²>: 0.75

***

Entry 5:
Molecular formula: C16H34MgO14
Method: DFT, ωB97M-V/def2-TZVPD

The geometry in ORCA input format:
```
! RIJCOSX wB97M-V def2-TZVPD def2/J DEFGRID3
* xyz 0 1
Mg -15.33600 4.97674 4.10753
C -16.01663 11.15627 1.73419
C -16.76643 9.96846 1.19501
O -16.32736 8.67101 1.59577
H -16.13707 11.24765 2.81365
H -16.29150 12.15735 1.40196
H -14.95709 11.05972 1.49723
H -16.87062 9.94887 0.11017
H -17.82881 10.01251 1.43480
C -21.41148 6.63717 6.47388
C -20.30389 5.95199 7.33535
O -19.00578 5.69679 6.81229
H -22.25930 6.92618 7.09499
H -21.78743 6.04698 5.63816
H -21.08199 7.59536 6.07213
H -20.67941 4.98299 7.66416
H -20.18123 6.44458 8.29992
C -13.33679 9.90312 8.53043
O -12.03480 10.06684 7.99021
C -11.69087 9.37916 6.91957
O -12.22534 8.31714 6.56678
O -10.67233 9.95851 6.28240
C -10.16685 11.24735 6.58104
H -14.21712 9.97280 7.89147
H -13.44347 10.52485 9.41934
H -13.40310 8.90887 8.97224
H -9.56002 11.23274 7.48638
H -10.97177 11.97882 6.65286
H -9.55569 11.58691 5.74481
C -15.04024 0.25649 8.75413
O -14.24575 -0.61034 7.94631
C -13.72220 -0.15184 6.82807
O -13.74703 1.03072 6.38498
O -13.04543 -1.21220 6.26652
C -12.38476 -1.04490 5.00705
H -16.04022 0.42613 8.35492
H -14.57919 1.22584 8.94356
H -15.10032 -0.10266 9.78150
H -11.64285 -0.25557 5.12798
H -12.93246 -0.73059 4.11861
H -11.89673 -1.96324 4.68056
C -17.76630 -1.89814 -0.25165
O -17.40059 -0.64260 0.35021
C -17.93001 -0.25291 1.48571
O -17.60853 0.76536 2.10348
O -18.90831 -1.14613 1.95030
C -19.48796 -1.11403 3.22981
H -17.45547 -2.77107 0.32234
H -17.42540 -1.93861 -1.28619
H -18.81436 -2.15701 -0.40216
H -20.46523 -1.59662 3.21758
H -19.61300 -0.08221 3.55816
H -18.74166 -1.57739 3.87512
C -8.61890 3.60076 0.86540
O -9.40259 3.41182 -0.27155
C -10.70145 3.19454 -0.06660
O -11.36376 3.62453 0.88406
O -11.30153 2.55830 -1.06906
C -10.63254 2.01601 -2.19971
H -8.70462 2.77854 1.57583
H -8.85859 4.53602 1.37131
H -7.57995 3.48465 0.55685
H -11.29263 1.35954 -2.76665
H -9.72137 1.55009 -1.82449
H -10.37559 2.82295 -2.88595
*
```

Orbital gap (hartree): 0.0865
Calculated total energy (eV): -51241.1261

***

Entry 6:
Molecular formula: C2H8N3O2
Method: DFT, ωB97M-V/def2-TZVPD

The geometry in ORCA input format:
```
! RIJCOSX wB97M-V def2-TZVPD def2/J DEFGRID3
* xyz 1 1
C -2.91523 -0.46551 -1.19332
C 2.77001 1.54314 -0.31756
N -1.11981 -1.01053 0.22147
N 1.39354 -1.53546 0.65408
N 1.56656 -0.37535 0.11428
O -2.04568 -0.25472 -0.08302
O 2.75060 0.18296 0.09531
H -3.87233 -0.23194 -0.68265
H -2.95892 -1.45142 -1.49298
H -2.41701 0.20456 -1.98206
H 3.65515 1.64794 -0.77926
H 2.70968 2.27863 0.46990
H 1.98094 1.77064 -1.08081
H 2.14882 -2.13471 0.92311
H 0.41118 -1.82774 0.89620
*
```

Orbital gap (alpha / beta) (hartree): 0.2494 / 0.2511
Calculated total energy (eV): -10754.0374